(1)
{"formula": "C25H39CsN3O5S3", "method": "wB97M-V/def2-TZVPD", "total_energy_ev": -74290.3983, "multiplicity": 1, "fmax_ev_per_a": 11.3, "charge": 1, "species": ["C", "O", "C", "C", "C", "C", "C", "C", "C", "C", "C", "O", "C", "C", "C", "O", "C", "C", "C", "C", "S", "C", "S", "N", "C", "C", "O", "C", "C", "C", "O", "C", "N", "S", "N", "C", "H", "H", "H", "H", "H", "H", "H", "H", "H", "H", "H", "H", "H", "H", "H", "H", "H", "H", "H", "H", "H", "H", "H", "H", "H", "H", "H", "H", "H", "H", "H", "H", "H", "H", "H", "H", "H", "H", "H", "Cs"], "positions_angstrom": [[0.47565, 7.80818, 2.75816], [-0.28878, 6.63849, 3.21967], [-0.85583, 5.88002, 2.05705], [-0.70123, 4.24966, 2.24928], [-1.88052, 3.36457, 1.52495], [-2.50773, 2.16372, 2.46028], [-2.13028, 0.63932, 1.93448], [-3.21140, -0.51172, 2.39065], [-2.48663, -1.84517, 3.09298], [-2.15235, -2.87970, 1.84561], [-0.67602, -2.76603, 1.08693], [0.24512, -1.73387, 1.66233], [0.94929, -2.43394, 2.74989], [2.09380, -1.54688, 3.51850], [2.35702, -0.05817, 2.88324], [3.37098, -2.32557, 3.39724], [-0.26089, -3.72441, -0.20641], [1.24666, -3.41224, -0.85234], [0.98237, -2.33126, -2.08536], [1.12406, -0.76032, -1.63476], [0.32061, 0.44938, -2.87279], [1.74018, 1.59375, -3.34652], [1.77602, 3.11208, -2.50879], [2.80580, 1.31129, -4.38149], [2.56512, 2.03103, -5.69040], [1.39884, 1.13996, -6.49084], [2.03488, -0.14700, -6.86218], [2.07190, -0.93239, -5.61150], [3.08052, -0.16490, -4.56282], [-1.28964, -4.87907, -0.78385], [-0.90790, -5.74805, -1.94581], [-2.75513, -5.03181, 0.00571], [-3.85043, -6.06261, -0.32505], [-5.10157, -5.70704, 0.84255], [-4.54789, -4.35616, 1.83252], [-3.17155, -4.03880, 1.27322], [0.57348, 8.59088, 3.65321], [1.60348, 7.52979, 2.48452], [0.02678, 8.33874, 1.80277], [-0.26237, 6.27501, 1.11522], [-1.99148, 6.23954, 1.97817], [-0.69056, 4.04544, 3.40247], [0.38214, 3.96926, 1.83568], [-2.73687, 4.13833, 1.22857], [-1.43244, 2.94798, 0.52264], [-2.07443, 2.31833, 3.56160], [-3.67292, 2.26816, 2.41193], [-1.99403, 0.71402, 0.75743], [-1.04827, 0.41438, 2.38513], [-4.00911, -0.01256, 3.08657], [-3.74290, -0.88829, 1.39716], [-1.50264, -1.40684, 3.60772], [-3.15817, -2.34459, 3.91576], [1.38872, -3.43198, 2.28790], [0.18001, -2.79349, 3.58482], [1.85078, -1.38727, 4.67255], [2.78234, -0.05533, 1.79177], [3.18944, 0.46368, 3.55832], [1.41297, 0.65940, 2.94638], [4.09196, -1.74987, 3.79324], [1.57199, -4.44250, -1.35999], [2.00849, -3.03141, -0.04879], [-0.09690, -2.56515, -2.50800], [1.79364, -2.50443, -2.94072], [2.27497, -0.47684, -1.55736], [0.65357, -0.49463, -0.59695], [3.55457, 2.05012, -6.34210], [2.18414, 3.12877, -5.43269], [1.16925, 1.70057, -7.49226], [0.43178, 0.98834, -5.81691], [2.53545, -2.01635, -5.80003], [0.98827, -1.11463, -5.20967], [3.18376, -0.74194, -3.52304], [4.16845, -0.23930, -5.04898], [-0.54860, -5.15859, -2.69289], [-6.90176, -6.90906, 1.96455]], "mulliken_charge": [-0.57, -0.37, -0.34, -0.58, -0.32, -0.67, 0.47, -0.74, -0.52, 0.10, -0.52, 0.23, -0.61, 0.13, -0.89, -0.57, 0.38, -0.56, -0.22, -0.36, -0.10, -0.09, -0.15, 0.02, -0.52, -0.27, -0.41, -0.19, -0.53, 0.11, -0.56, 0.38, -0.44, -0.13, -0.51, 0.44, 0.22, 0.24, 0.28, 0.27, 0.19, 0.30, 0.19, 0.36, 0.20, 0.28, 0.32, 0.20, -0.57, 0.39, 0.23, 0.15, 0.42, 0.34, 0.32, 0.20, 0.22, 0.40, 0.11, 0.35, 0.32, 0.31, 0.32, 0.04, 0.34, 0.08, 0.27, 0.30, 0.31, 0.18, 0.31, 0.21, 0.22, 0.31, 0.34, 1.01]}

=====

(2)
{"formula": "C7H11N2O3S", "method": "wB97M-V/def2-TZVPD", "total_energy_ev": -27384.3581, "multiplicity": 1, "fmax_ev_per_a": 9.4, "charge": 1, "de_lowest_kj_mol": 0.0, "species": ["N", "C", "C", "S", "N", "C", "O", "H", "H", "H", "H", "H", "O", "C", "O", "C", "C", "C", "H", "H", "H", "H", "H", "H"], "positions_angstrom": [[2.38807, -0.82458, 1.63061], [1.85772, -0.66772, 0.41772], [2.74769, -0.85790, -0.94856], [2.63962, 0.81209, -1.82989], [2.70215, 2.10591, -0.63802], [3.96088, 2.58183, -0.65316], [5.20146, 2.59809, -0.42101], [3.39550, -1.07159, 1.54413], [0.75844, -0.36743, 0.24281], [2.21760, -1.63675, -1.61184], [3.82881, -1.17620, -0.72948], [1.35571, 0.89618, -2.37225], [-0.49914, 0.41828, -0.74578], [-1.54126, 0.02636, -0.25843], [-2.02530, -1.23097, -0.41471], [-3.31881, -1.32035, 0.19556], [-3.35860, -0.19979, 1.20474], [-2.49449, 0.85636, 0.55372], [-4.07980, -1.20741, -0.58218], [-3.43699, -2.29831, 0.66611], [-4.37077, 0.13987, 1.43141], [-2.89502, -0.52709, 2.14135], [-3.07089, 1.49746, -0.11816], [-1.96256, 1.45367, 1.29531]], "mulliken_charge": [-0.53, 0.15, -0.56, 0.17, -0.23, 0.70, -0.31, 0.26, 0.29, 0.36, 0.42, 0.32, -0.68, 0.57, -0.33, -0.44, -0.50, -0.43, 0.28, 0.33, 0.32, 0.28, 0.27, 0.28]}